Arrangement one

C2H6N2S | ωB97M-V/def2-TZVPD

Last columns: bonded neighbours and bond lengths (Å).
Atoms and positions in Å:
1 H 0.84 2.50 1.01  N2 1.070
2 N 0.00 2.37 0.36  H1 1.070, C3 1.263
3 C -0.07 1.14 0.09  N2 1.263, N4 1.332, S5 1.743
4 N -0.90 0.60 -0.79  C3 1.332, H7 1.000, H8 1.037
5 S 0.86 -0.05 0.96  C3 1.743, C6 1.831
6 C 0.59 -1.66 0.12  S5 1.831, H9 1.112, H10 1.137, H11 1.071
7 H -1.67 1.19 -1.04  N4 1.000
8 H -1.38 -0.28 -0.51  N4 1.037
9 H 0.48 -1.40 -0.95  C6 1.112
10 H 1.54 -2.26 0.28  C6 1.137
11 H -0.29 -2.15 0.47  C6 1.071

Spin multiplicity: 1
Frontier orbital gap: 9.7 eV
SMILES: [H]/N=C(/N)SC

---

Arrangement two

C2H6N2S | ωB97M-V/def2-TZVPD

Last columns: bonded neighbours and bond lengths (Å).
Atoms and positions in Å:
1 C -2.14 0.10 0.13  S2 1.828, H6 1.094, H7 1.090, H8 1.088
2 S -0.62 -0.78 -0.35  C1 1.828, C3 1.779
3 C 0.55 0.56 -0.35  S2 1.779, N4 1.305, H9 1.057
4 N 1.84 0.54 -0.18  C3 1.305, N5 1.315
5 N 2.38 -0.65 0.02  N4 1.315, H10 1.056, H11 1.041
6 H -2.15 1.09 -0.34  C1 1.094
7 H -2.95 -0.54 -0.21  C1 1.090
8 H -2.25 0.25 1.20  C1 1.088
9 H 0.06 1.49 -0.45  C3 1.057
10 H 3.38 -0.51 0.33  N5 1.056
11 H 1.91 -1.56 0.21  N5 1.041

Spin multiplicity: 1
Frontier orbital gap: 8.8 eV
SMILES: CS/C=N\N

---

Arrangement three

C2H6N2S | ωB97M-V/def2-TZVPD

Last columns: bonded neighbours and bond lengths (Å).
Atoms and positions in Å:
1 H 0.79 -1.96 -0.92  N2 1.023
2 N 0.17 -1.15 -0.91  H1 1.023, C3 1.287
3 C 0.33 -0.68 0.28  N2 1.287, N4 1.374, S5 1.718
4 N 0.87 -1.27 1.39  C3 1.374, H7 1.016, H8 1.081
5 S -0.39 0.82 0.73  C3 1.718, C6 1.826
6 C -1.03 1.65 -0.77  S5 1.826, H9 1.132, H10 1.049, H11 1.096
7 H 1.47 -2.07 1.22  N4 1.016
8 H 1.28 -0.75 2.25  N4 1.081
9 H -1.18 2.74 -0.50  C6 1.132
10 H -1.90 1.18 -1.11  C6 1.049
11 H -0.41 1.50 -1.66  C6 1.096

Spin multiplicity: 1
Frontier orbital gap: 9.6 eV
SMILES: [H]/N=C(\N)SC

---

Result of the stability comparison: arrangement two is the least stable of them.

---

Arrangement one

C5H35NO15 | ωB97M-V/def2-TZVPD

Last columns: bonded neighbours and bond lengths (Å).
Atoms and positions in Å:
1 C 0.20 -1.38 2.78  C2 1.491, H9 1.112, H10 1.096, H11 1.096
2 C -0.96 -1.66 1.88  C1 1.491, N3 1.394, O8 1.238
3 N -0.79 -1.76 0.50  C2 1.394, C5 1.463, H12 1.014
4 C 0.52 -1.59 -1.55  C5 1.529, H13 1.054, H14 1.101, H15 1.086
5 C 0.19 -0.93 -0.21  N3 1.463, C4 1.529, C6 1.525, H16 1.124
6 C -0.38 0.47 -0.44  C5 1.525, O7 1.219, H17 1.059
7 O -1.41 0.82 0.12  C6 1.219
8 O -2.08 -1.94 2.32  C2 1.238
9 H 0.98 -2.17 2.78  C1 1.112
10 H -0.13 -1.27 3.82  C1 1.096
11 H 0.72 -0.45 2.53  C1 1.096
12 H -1.60 -1.97 -0.08  N3 1.014
13 H 0.98 -2.53 -1.42  C4 1.054
14 H -0.37 -1.69 -2.19  C4 1.101
15 H 1.24 -0.99 -2.10  C4 1.086
16 H 1.11 -0.80 0.41  C5 1.124
17 H 0.09 1.10 -1.15  C6 1.059
18 H 0.00 0.63 -3.29  O20 0.985
19 H 0.91 1.95 -3.38  O20 0.990
20 O 0.86 1.00 -3.62  H18 0.985, H19 0.990
21 H 0.14 2.72 0.67  O23 0.994
22 H 0.61 1.88 1.85  O23 0.921
23 O 0.81 2.04 0.96  H21 0.994, H22 0.921
24 H 1.41 3.21 -1.14  O26 0.963
25 H 2.37 2.34 -1.85  O26 0.911
26 O 1.74 2.98 -2.02  H24 0.963, H25 0.911
27 H 2.46 1.58 0.72  O29 0.973
28 H 3.29 1.18 -0.49  O29 0.950
29 O 3.30 1.16 0.46  H27 0.973, H28 0.950
30 H 2.54 -2.80 0.63  O32 0.991
31 H 1.12 -3.28 0.68  O32 0.923
32 O 1.95 -3.48 1.03  H30 0.991, H31 0.923
33 H -1.91 3.74 0.99  O35 0.967
34 H -1.57 2.56 0.01  O35 1.010
35 O -1.33 3.51 0.25  H33 0.967, H34 1.010
36 H -0.95 1.24 3.22  O38 1.007
37 H -0.17 2.30 4.06  O38 0.945
38 O -0.04 1.59 3.45  H36 1.007, H37 0.945
39 H -2.63 -0.20 2.90  O41 1.013
40 H -2.15 0.72 1.71  O41 0.933
41 O -2.43 0.75 2.60  H39 1.013, H40 0.933
42 H -3.46 -1.89 1.34  O44 1.006
43 H -4.52 -0.87 0.88  O44 0.937
44 O -4.14 -1.69 0.63  H42 1.006, H43 0.937
45 H 3.81 0.67 -2.70  O47 0.925
46 H 2.25 0.63 -2.82  O47 1.039
47 O 3.06 0.62 -2.16  H45 0.925, H46 1.039
48 H -2.26 0.91 -3.16  O50 0.998
49 H -2.04 -0.37 -2.34  O50 0.976
50 O -1.57 0.42 -2.63  H48 0.998, H49 0.976
51 H -3.29 -2.30 -2.30  O53 0.921
52 H -3.49 -1.67 -0.86  O53 1.048
53 O -2.88 -1.73 -1.71  H51 0.921, H52 1.048
54 H 3.34 -0.65 0.44  O56 0.959
55 H 3.22 -1.18 -0.97  O56 0.939
56 O 3.34 -1.46 -0.08  H54 0.959, H55 0.939

Spin multiplicity: 1
Frontier orbital gap: 10.4 eV

---

Arrangement two

C5H35NO15 | ωB97M-V/def2-TZVPD

Last columns: bonded neighbours and bond lengths (Å).
Atoms and positions in Å:
1 C 0.02 0.91 -1.33  C2 1.536, H9 1.169, H10 1.179, H11 1.020
2 C -0.02 -0.21 -2.38  C1 1.536, N3 1.398, O8 1.206
3 N 0.88 -1.27 -2.26  C2 1.398, C4 1.423, C5 1.467
4 C 1.34 -1.70 -0.98  N3 1.423, H12 1.223, H13 1.043, H14 1.099
5 C 1.06 -2.32 -3.27  N3 1.467, C6 1.526, H15 1.126, H16 1.141
6 C -0.11 -3.31 -3.29  C5 1.526, O7 1.189, H17 1.107
7 O 0.04 -4.48 -3.13  C6 1.189
8 O -0.77 -0.20 -3.32  C2 1.206
9 H 0.53 1.87 -1.78  C1 1.169
10 H -1.15 1.10 -1.28  C1 1.179
11 H 0.42 0.69 -0.42  C1 1.020
12 H 1.97 -2.74 -1.07  C4 1.223
13 H 0.49 -1.74 -0.37  C4 1.043
14 H 2.07 -1.01 -0.54  C4 1.099
15 H 1.22 -1.93 -4.31  C5 1.126
16 H 1.99 -2.90 -2.96  C5 1.141
17 H -1.06 -2.81 -3.54  C6 1.107
18 H -1.57 2.70 -4.12  O20 0.872
19 H -1.41 1.23 -3.58  O20 0.965
20 O -1.76 2.12 -3.49  H18 0.872, H19 0.965
21 H -2.95 -0.22 2.52  O23 0.921
22 H -4.06 -0.41 1.67  O23 0.934
23 O -3.69 0.24 2.23  H21 0.921, H22 0.934
24 H -3.45 -1.21 -3.17  O26 0.952
25 H -4.21 -0.35 -2.59  O26 0.910
26 O -3.92 -1.17 -2.34  H24 0.952, H25 0.910
27 H -3.05 1.79 2.70  O29 0.991
28 H -3.05 3.04 3.58  O29 0.889
29 O -2.51 2.42 3.25  H27 0.991, H28 0.889
30 H -2.31 -2.56 -0.21  O32 1.037
31 H -0.85 -2.84 -0.68  O32 0.968
32 O -1.50 -3.19 -0.06  H30 1.037, H31 0.968
33 H 0.49 3.87 0.97  O35 0.992
34 H 0.43 5.34 0.25  O35 0.962
35 O 0.85 4.48 0.27  H33 0.992, H34 0.962
36 H -1.70 2.33 0.69  O38 0.970
37 H -0.70 2.34 1.91  O38 0.946
38 O -0.79 2.51 0.98  H36 0.970, H37 0.946
39 H 3.32 -0.56 1.41  O41 0.995
40 H 3.40 -1.99 1.90  O41 1.035
41 O 2.70 -1.33 1.53  H39 0.995, H40 1.035
42 H 3.33 1.44 1.19  O44 0.947
43 H 3.59 1.23 -0.26  O44 0.970
44 O 3.79 0.86 0.61  H42 0.947, H43 0.970
45 H 1.19 -4.31 2.39  O47 0.956
46 H 0.05 -3.97 3.47  O47 1.002
47 O 1.03 -3.96 3.27  H45 0.956, H46 1.002
48 H -0.67 2.12 4.35  O50 0.879
49 H 0.58 1.37 4.60  O50 1.015
50 O 0.10 2.25 4.74  H48 0.879, H49 1.015
51 H 3.17 3.66 -1.51  O53 1.007
52 H 1.82 3.33 -1.63  O53 0.938
53 O 2.62 2.84 -1.71  H51 1.007, H52 0.938
54 H 1.39 -0.77 3.21  O56 0.955
55 H 0.46 -1.69 3.84  O56 0.918
56 O 0.91 -0.91 4.03  H54 0.955, H55 0.918

Spin multiplicity: 1
Frontier orbital gap: 9.2 eV

---

Result of the stability comparison: arrangement two is the least stable of them.

---

Arrangement one

C6H4O | ωB97M-V/def2-TZVPD

Last columns: bonded neighbours and bond lengths (Å).
Atoms and positions in Å:
1 C -0.25 2.45 -0.44  C2 1.459, H8 1.093, H9 1.095, H10 1.095
2 C -0.17 1.00 -0.52  C1 1.459, C3 1.207
3 C -0.10 -0.20 -0.45  C2 1.207, C4 1.437
4 C 0.22 -1.59 -0.26  C3 1.437, O5 1.203, C6 1.799, C7 1.863
5 O 0.32 -2.41 -1.13  C4 1.203
6 C 0.63 -1.47 1.49  C4 1.799, C7 1.253
7 C 0.26 -2.64 1.28  C4 1.863, C6 1.253, H11 1.074
8 H -1.09 2.83 -1.03  C1 1.093
9 H 0.67 2.92 -0.80  C1 1.095
10 H -0.40 2.75 0.61  C1 1.095
11 H 0.15 -3.71 1.15  C7 1.074

Spin multiplicity: 1
Frontier orbital gap: 9.8 eV

---

Arrangement two

C6H4O | ωB97M-V/def2-TZVPD

Last columns: bonded neighbours and bond lengths (Å).
Atoms and positions in Å:
1 C 2.69 -0.12 0.14  C2 1.205, H8 1.060
2 C 1.84 -0.21 -0.71  C1 1.205, C3 1.424
3 C 0.42 -0.10 -0.63  C2 1.424, C4 1.357, O7 1.349
4 C -0.29 0.97 -0.19  C3 1.357, C5 1.428, H9 1.081
5 C -1.55 0.44 0.22  C4 1.428, C6 1.356, H10 1.080
6 C -1.48 -0.89 0.02  C5 1.356, O7 1.357, H11 1.076
7 O -0.28 -1.24 -0.51  C3 1.349, C6 1.357
8 H 3.13 -0.03 1.10  C1 1.060
9 H 0.09 1.98 -0.09  C4 1.081
10 H -2.39 1.00 0.61  C5 1.080
11 H -2.17 -1.71 0.16  C6 1.076

Spin multiplicity: 1
Frontier orbital gap: 8.9 eV
SMILES: C#Cc1ccco1

---

Arrangement three

C6H4O | ωB97M-V/def2-TZVPD

Last columns: bonded neighbours and bond lengths (Å).
Atoms and positions in Å:
1 C 2.99 -0.02 -0.14  C2 1.203, H8 1.067
2 C 1.79 -0.05 -0.09  C1 1.203, C3 1.407
3 C 0.39 -0.05 -0.02  C2 1.407, C4 1.372, O7 1.360
4 C -0.52 0.94 0.27  C3 1.372, C5 1.397, H9 1.078
5 C -1.74 0.25 0.25  C4 1.397, C6 1.299, H10 1.156
6 C -1.59 -0.98 -0.13  C5 1.299, O7 1.353, H11 1.068
7 O -0.27 -1.22 -0.26  C3 1.360, C6 1.353
8 H 4.06 -0.01 -0.19  C1 1.067
9 H -0.28 1.96 0.54  C4 1.078
10 H -2.59 1.01 0.07  C5 1.156
11 H -2.24 -1.82 -0.30  C6 1.068

Spin multiplicity: 1
Frontier orbital gap: 9.7 eV
SMILES: C#Cc1ccco1

---

Result of the stability comparison: arrangement one is the least stable of them.

---

Arrangement one

C6H4O | ωB97M-V/def2-TZVPD

Last columns: bonded neighbours and bond lengths (Å).
Atoms and positions in Å:
1 C -0.29 3.01 -0.61  C2 1.226, H8 1.083
2 C -0.05 1.86 -0.29  C1 1.226, C3 1.392
3 C 0.09 0.50 0.01  C2 1.392, C4 1.366, O7 1.356
4 C -0.79 -0.43 0.48  C3 1.366, C5 1.423, H9 1.083
5 C -0.07 -1.66 0.48  C4 1.423, C6 1.361, H10 1.079
6 C 1.18 -1.37 0.01  C5 1.361, O7 1.341, H11 1.077
7 O 1.28 -0.07 -0.30  C3 1.356, C6 1.341
8 H -1.19 2.95 -1.22  C1 1.083
9 H -1.82 -0.25 0.76  C4 1.083
10 H -0.42 -2.62 0.82  C5 1.079
11 H 2.08 -1.94 -0.13  C6 1.077

Spin multiplicity: 1
Frontier orbital gap: 9.0 eV
SMILES: C#Cc1ccco1

---

Arrangement two

C6H4O | ωB97M-V/def2-TZVPD

Last columns: bonded neighbours and bond lengths (Å).
Atoms and positions in Å:
1 C 3.63 0.25 0.04  C2 1.224, H8 1.071
2 C 2.47 -0.14 0.15  C1 1.224, C3 1.389
3 C 1.21 -0.65 0.45  C2 1.389, C4 1.407
4 C 0.07 0.00 -0.07  C3 1.407, C5 1.362, H9 1.091
5 C -1.24 -0.23 0.22  C4 1.362, C6 1.436, O7 1.310
6 C -2.60 -0.07 -0.18  C5 1.436, O7 1.492, H10 1.087, H11 1.086
7 O -2.12 -0.54 1.14  C5 1.310, C6 1.492
8 H 4.66 0.54 0.00  C1 1.071
9 H 0.07 0.81 -0.80  C4 1.091
10 H -3.10 -0.87 -0.72  C6 1.087
11 H -3.06 0.92 -0.25  C6 1.086

Spin multiplicity: 1
Frontier orbital gap: 6.8 eV

---

Arrangement three

C6H4O | ωB97M-V/def2-TZVPD

Last columns: bonded neighbours and bond lengths (Å).
Atoms and positions in Å:
1 C 3.15 0.47 0.56  C2 1.289
2 C 1.97 0.06 0.25  C1 1.289, C3 1.445, H8 1.121
3 C 0.53 0.02 0.35  C2 1.445, C4 1.359, O7 1.360
4 C -0.42 0.98 0.22  C3 1.359, C5 1.430, H9 1.081
5 C -1.62 0.29 -0.15  C4 1.430, C6 1.357, H10 1.079
6 C -1.30 -1.02 -0.17  C5 1.357, O7 1.349, H11 1.079
7 O 0.00 -1.21 0.13  C3 1.360, C6 1.349
8 H 2.36 -0.45 -0.67  C2 1.121
9 H -0.27 2.05 0.32  C4 1.081
10 H -2.56 0.74 -0.43  C5 1.079
11 H -1.84 -1.93 -0.41  C6 1.079

Spin multiplicity: 1
Frontier orbital gap: 9.1 eV

---

Arrangement four

C6H4O | ωB97M-V/def2-TZVPD

Last columns: bonded neighbours and bond lengths (Å).
Atoms and positions in Å:
1 C 1.03 1.43 -1.52  C2 1.309, H6 1.085, H7 1.086
2 C 1.34 0.45 -0.71  C1 1.309, C3 1.285
3 C 1.61 -0.51 0.09  C2 1.285, C4 1.304
4 C 1.14 -1.26 1.05  C3 1.304, O5 1.162
5 O 0.86 -1.99 1.91  C4 1.162
6 H 1.24 2.46 -1.24  C1 1.085
7 H 0.58 1.23 -2.48  C1 1.086
8 C -1.65 -0.03 0.42  C9 1.203, H10 1.071
9 C -2.25 -0.87 1.04  C8 1.203, H11 1.067
10 H -1.10 0.70 -0.14  C8 1.071
11 H -2.79 -1.61 1.59  C9 1.067

Spin multiplicity: 1
Frontier orbital gap: 8.4 eV
SMILES: C=C=C=C=O.C#C

---

Result of the stability comparison: arrangement two is the least stable of them.

---

Arrangement one

C6H4O | ωB97M-V/def2-TZVPD

Last columns: bonded neighbours and bond lengths (Å).
Atoms and positions in Å:
1 C 1.58 -0.91 -1.04  H8 1.082, H9 1.079, H10 1.081
2 C 1.79 1.21 0.86  C3 1.268
3 C 0.71 0.65 0.51  C2 1.268, C4 1.392
4 C -0.51 0.07 0.18  C3 1.392, O5 1.250, C6 1.444
5 O -0.53 -0.87 -0.64  C4 1.250
6 C -1.75 0.55 0.75  C4 1.444, C7 1.203
7 C -2.78 0.95 1.22  C6 1.203, H11 1.070
8 H 1.52 -0.20 -1.85  C1 1.082
9 H 1.22 -1.91 -1.23  C1 1.079
10 H 2.45 -0.83 -0.39  C1 1.081
11 H -3.71 1.30 1.63  C7 1.070

Spin multiplicity: 1
Frontier orbital gap (spin up / spin down): 8.0 / 8.0 eV

---

Arrangement two

C6H4O | ωB97M-V/def2-TZVPD

Last columns: bonded neighbours and bond lengths (Å).
Atoms and positions in Å:
1 C -2.05 0.10 -0.65  C2 1.288, C3 1.529, H8 1.078
2 C -1.67 1.16 -1.29  C1 1.288, C3 1.700
3 C -0.57 0.29 -0.32  C1 1.529, C2 1.700, C4 1.382, O7 1.392
4 C 0.47 -0.53 -0.70  C3 1.382, C5 1.410, H9 1.083
5 C 1.47 -0.44 0.30  C4 1.410, C6 1.370, H10 1.081
6 C 0.98 0.45 1.22  C5 1.370, O7 1.329, H11 1.083
7 O -0.23 0.90 0.89  C3 1.392, C6 1.329
8 H -2.70 -0.69 -0.32  C1 1.078
9 H 0.49 -1.12 -1.60  C4 1.083
10 H 2.41 -0.97 0.35  C5 1.081
11 H 1.40 0.84 2.13  C6 1.083

Spin multiplicity: 1
Frontier orbital gap: 8.9 eV

---

Result of the stability comparison: arrangement one is the least stable of them.

---

Arrangement one

C6H4O | ωB97M-V/def2-TZVPD

Last columns: bonded neighbours and bond lengths (Å).
Atoms and positions in Å:
1 O -0.83 -1.66 -0.91  C2 1.216
2 C -1.34 -0.99 -0.03  O1 1.216, C3 1.474, H8 1.107
3 C -1.09 0.45 0.16  C2 1.474, C4 1.347, H9 1.082
4 C -0.02 1.07 -0.38  C3 1.347, C5 1.429, H10 1.087
5 C 1.11 0.25 -0.66  C4 1.429, C6 1.432, C7 1.335
6 C 1.96 -0.91 -0.63  C5 1.432, C7 1.405
7 C 1.83 0.00 0.43  C5 1.335, C6 1.405, H11 1.082
8 H -2.05 -1.44 0.69  C2 1.107
9 H -1.78 1.01 0.78  C3 1.082
10 H 0.18 2.13 -0.27  C4 1.087
11 H 1.85 0.39 1.45  C7 1.082

Spin multiplicity: 1
Frontier orbital gap: 8.7 eV
SMILES: O=C/C=C\C1=C=C1

---

Arrangement two

C6H4O | ωB97M-V/def2-TZVPD

Last columns: bonded neighbours and bond lengths (Å).
Atoms and positions in Å:
1 C 3.07 -0.93 0.68  C2 1.204, H8 1.068
2 C 2.17 -0.15 0.85  C1 1.204, C3 1.459
3 C 1.03 0.73 1.08  C2 1.459, O4 1.213, C5 1.449
4 O 0.89 1.37 2.11  C3 1.213
5 C 0.02 0.70 0.05  C3 1.449, C6 1.207
6 C -1.00 0.41 -0.54  C5 1.207, C7 1.456
7 C -2.27 -0.03 -1.10  C6 1.456, H9 1.092, H10 1.094, H11 1.095
8 H 3.87 -1.63 0.54  C1 1.068
9 H -2.49 0.41 -2.07  C7 1.092
10 H -3.07 0.24 -0.40  C7 1.094
11 H -2.24 -1.12 -1.20  C7 1.095

Spin multiplicity: 1
Frontier orbital gap: 10.0 eV
SMILES: C#CC(=O)C#CC

---

Arrangement three

C6H4O | ωB97M-V/def2-TZVPD

Last columns: bonded neighbours and bond lengths (Å).
Atoms and positions in Å:
1 C -1.82 0.19 -0.67  C2 1.513, H8 1.092, H9 1.092, H10 1.094
2 C -0.33 0.41 -0.52  C1 1.513, C3 1.310, C4 1.498
3 C 0.37 0.95 -1.48  C2 1.310
4 C 0.30 0.06 0.80  C2 1.498, O5 1.211, C6 1.454
5 O -0.36 0.04 1.82  C4 1.211
6 C 1.70 -0.31 0.77  C4 1.454, C7 1.204
7 C 2.84 -0.69 0.71  C6 1.204, H11 1.069
8 H -2.20 0.62 -1.60  C1 1.092
9 H -2.33 0.65 0.18  C1 1.092
10 H -2.02 -0.88 -0.66  C1 1.094
11 H 3.85 -1.03 0.65  C7 1.069

Spin multiplicity: 1
Frontier orbital gap: 9.6 eV

---

Result of the stability comparison: arrangement one is the least stable of them.